No. 1
Here is C6H12O in the gas phase from the OMol25 dataset. Energies are from ωB97M-V/def2-TZVPD.

Last column: Mulliken charge in e.
Geometry (Å):
C 2.034 0.304 -0.462  -1.120
C 1.047 -0.194 0.593  -0.711
C -0.389 -0.322 0.113  1.288
C -0.604 -1.263 -1.055  -1.648
C -1.457 -0.221 1.181  -1.117
C -1.293 0.880 0.185  -0.115
O -0.814 2.105 0.661  -0.540
H 1.851 1.354 -0.717  0.264
H 1.974 -0.280 -1.387  0.302
H 3.063 0.230 -0.093  0.366
H 1.077 0.475 1.459  0.317
H 1.370 -1.181 0.950  0.364
H -0.292 -0.801 -1.997  0.333
H -0.030 -2.185 -0.932  0.356
H -1.655 -1.543 -1.157  0.418
H -1.122 -0.004 2.192  0.287
H -2.338 -0.856 1.123  0.266
H -2.067 0.970 -0.582  0.342
H -0.357 2.531 -0.075  0.347

Gap between HOMO and LUMO, eV: 10.285
Largest force on an atom, Eh/bohr: 0.00575
Charge: 0
Structure (SMILES): CC[C@@]1(C)C[C@H]1O
Calculated total energy, hartree: -311.0190


No. 2
Here is C6H12O in the gas phase from the OMol25 dataset. Energies are from ωB97M-V/def2-TZVPD.

Last column: Mulliken charge in e.
Geometry (Å):
C 1.931 -0.366 -0.278  -1.407
C 0.637 -0.573 0.509  0.922
C 0.874 -1.272 1.843  -1.524
C -0.097 0.745 0.726  -0.745
O -0.675 1.119 -0.538  -0.133
C -1.973 0.946 -0.594  -0.310
C -2.369 0.964 -2.038  -0.743
H 2.428 -1.322 -0.474  0.377
H 1.737 0.123 -1.239  0.332
H 2.628 0.264 0.288  0.331
H -0.042 -1.195 -0.091  0.118
H 1.482 -0.652 2.513  0.329
H 1.397 -2.222 1.695  0.391
H -0.078 -1.484 2.343  0.391
H 0.582 1.544 1.049  0.371
H -0.926 0.641 1.431  0.458
H -1.560 1.162 -2.752  0.268
H -3.221 1.632 -2.196  0.284
H -2.756 -0.052 -2.199  0.291

Gap between HOMO and LUMO, eV: 9.472
Largest force on an atom, Eh/bohr: 0.01078
Charge: 0
Calculated total energy, hartree: -310.9564


No. 3
Here is 3 unconnected molecules or ions with the total composition C6H12O from the OMol25 dataset. Energies are from ωB97M-V/def2-TZVPD.

Last column: Mulliken charge in e.
Geometry (Å):
C -1.536 1.561 0.323  -1.399
C -0.889 0.228 -0.004  0.633
O -1.561 -0.809 0.312  -0.644
C -0.035 0.114 -1.282  -0.497
C 1.063 -0.935 -1.003  -0.445
C 1.316 -0.881 0.491  -0.387
C 0.906 0.310 1.075  -0.836
H -2.256 1.793 -0.472  0.375
H -0.824 2.388 0.387  0.288
H -2.090 1.473 1.260  0.356
H -0.636 -1.714 0.807  0.118
H -0.678 -0.185 -2.116  0.373
H 0.405 1.085 -1.537  0.276
H 0.722 -1.936 -1.283  0.294
H 1.980 -0.739 -1.571  0.345
H 1.984 -1.600 0.960  0.493
H 0.175 -1.917 1.027  0.016
H 1.060 1.231 0.523  0.353
H 0.939 0.421 2.158  0.289

Gap between HOMO and LUMO, eV: 9.309
Largest force on an atom, Eh/bohr: 0.00405
Charge: 0
Calculated total energy, hartree: -310.9072


No. 4
Here is C6H12O in the gas phase from the OMol25 dataset. Energies are from ωB97M-V/def2-TZVPD.

Last column: Mulliken charge in e.
Geometry (Å):
C -0.471 3.014 0.025  -1.260
C 0.433 1.792 0.123  -0.284
C -0.117 0.597 -0.660  -0.829
C 0.490 -0.705 -0.196  0.093
O 0.359 -0.977 1.203  -0.458
C -0.329 -1.817 0.287  0.176
C 0.130 -3.246 0.215  -1.301
H -1.472 2.777 0.399  0.341
H -0.579 3.362 -1.008  0.309
H -0.080 3.843 0.622  0.353
H 0.522 1.495 1.174  0.307
H 1.444 2.040 -0.224  0.277
H -1.204 0.553 -0.519  0.286
H 0.060 0.718 -1.737  0.331
H 1.481 -0.949 -0.589  0.351
H -1.412 -1.667 0.293  0.335
H -0.231 -3.720 -0.703  0.320
H -0.246 -3.820 1.068  0.318
H 1.223 -3.290 0.227  0.334

Gap between HOMO and LUMO, eV: 11.353
Largest force on an atom, Eh/bohr: 0.00629
Charge: 0
Structure (SMILES): CCC[C@H]1O[C@@H]1C
Calculated total energy, hartree: -311.0165


No. 5
Here is a molecular structure, C6H12O from the OMol25 dataset. Energies are from ωB97M-V/def2-TZVPD.

Last column: Mulliken charge in e.
Geometry (Å):
C 2.130 0.351 -0.395  -1.333
C 1.027 -0.079 0.576  -0.383
C -0.306 -0.133 -0.107  0.722
C -0.500 -1.008 -1.293  -1.385
C -1.636 -0.308 1.627  -1.072
C -1.460 0.422 0.454  0.030
O -0.492 1.963 0.107  -0.720
H 1.912 1.340 -0.809  0.310
H 2.240 -0.363 -1.217  0.345
H 3.083 0.403 0.138  0.374
H 0.996 0.618 1.417  0.373
H 1.237 -1.085 0.953  0.400
H 0.177 -0.749 -2.105  0.374
H -0.291 -2.030 -0.957  0.308
H -1.538 -0.977 -1.635  0.391
H -0.844 -0.441 2.356  0.272
H -2.615 -0.709 1.857  0.288
H -2.329 0.590 -0.185  0.450
H -0.793 2.197 -0.782  0.256

Gap between HOMO and LUMO, eV: 7.594
Largest force on an atom, Eh/bohr: 0.01558
Charge: 0
Calculated total energy, hartree: -310.8779


No. 6
Here is C6H12O in the gas phase in a non-equilibrium geometry from the OMol25 dataset. Energies are from ωB97M-V/def2-TZVPD.

Last column: Mulliken charge in e.
Geometry (Å):
C 1.907 -0.911 -0.125  -1.220
C 1.392 0.393 0.316  0.544
O 2.201 1.017 1.174  -0.527
C 0.207 1.081 -0.156  -0.929
C -1.111 0.766 0.632  -0.511
C -1.933 -0.183 -0.257  -0.395
C -1.068 -1.269 -0.814  -1.030
H 3.000 -0.833 -0.223  0.390
H 1.349 -1.196 -1.036  0.332
H 1.694 -1.716 0.587  0.239
H 1.827 1.890 1.378  0.312
H 0.399 2.170 -0.152  0.499
H 0.008 0.635 -1.161  0.358
H -0.867 0.256 1.572  0.311
H -1.640 1.694 0.895  0.357
H -2.369 0.408 -1.075  0.308
H -2.766 -0.565 0.356  0.333
H -1.364 -1.638 -1.798  0.301
H -0.887 -2.097 -0.118  0.325

Gap between HOMO and LUMO (alpha / beta), eV: 6.201 / 9.167
Largest force on an atom, Eh/bohr: 0.03782
Charge: 0
Calculated total energy, hartree: -310.9043


No. 7
Here is 2 unconnected molecules or ions with the total composition C6H12O from the OMol25 dataset. Energies are from ωB97M-V/def2-TZVPD.

Last column: Mulliken charge in e.
Geometry (Å):
C 0.638 -1.003 1.957  -1.147
C 0.631 -1.119 0.434  -0.466
C 1.085 0.151 -0.258  -0.011
C 0.566 0.507 -1.608  -0.691
C 0.195 1.369 -0.411  0.115
C -1.214 1.419 0.055  -0.275
O -1.861 2.442 0.082  -0.526
H 1.634 -0.727 2.322  0.318
H 0.357 -1.949 2.430  0.369
H -0.064 -0.233 2.296  0.274
H -0.369 -1.408 0.084  0.142
H 1.300 -1.932 0.121  0.335
H 2.127 0.402 -0.067  0.369
H 1.230 0.958 -2.339  0.267
H -0.207 -0.126 -2.036  0.171
H 0.671 2.345 -0.373  0.404
H -1.670 0.464 0.389  0.344
H -2.425 -1.116 -1.415  0.000
H -2.625 -0.445 -1.664  0.008

Gap between HOMO and LUMO, eV: 10.770
Largest force on an atom, Eh/bohr: 0.00850
Charge: 0
Structure (SMILES): CC[C@H]1C[C@H]1C=O.[H][H]
Calculated total energy, hartree: -310.9800


No. 8
Here is 2 unconnected molecules or ions with the total composition C6H12O in a non-equilibrium geometry from the OMol25 dataset. Energies are from ωB97M-V/def2-TZVPD.

Last column: Mulliken charge in e.
Geometry (Å):
C 1.091 1.259 -0.789  -1.211
C 0.953 0.320 0.441  0.233
C -0.091 0.614 1.411  -0.412
O -1.192 -0.095 1.292  -0.387
C -0.981 -1.137 0.252  0.296
C -1.858 -0.825 -0.950  -1.214
C 0.545 -1.122 0.026  -0.766
H 1.418 2.236 -0.420  0.359
H 0.146 1.366 -1.336  0.274
H 1.843 0.846 -1.476  0.303
H 1.909 0.544 1.022  0.281
H -0.015 1.257 2.283  0.383
H 1.960 2.275 1.615  0.022
H -1.319 -2.060 0.734  0.270
H -2.910 -0.753 -0.650  0.343
H -1.765 -1.626 -1.694  0.346
H -1.566 0.119 -1.422  0.239
H 0.799 -1.357 -1.014  0.354
H 1.034 -1.860 0.675  0.289

Gap between HOMO and LUMO (alpha / beta), eV: 5.645 / 10.505
Largest force on an atom, Eh/bohr: 0.03316
Charge: 0
Calculated total energy, hartree: -310.8724


No. 9
Here is C6H12O in the gas phase from the OMol25 dataset. Energies are from ωB97M-V/def2-TZVPD.

Last column: Mulliken charge in e.
Geometry (Å):
C -1.156 -0.973 0.724  -1.613
C -0.344 0.326 0.752  0.899
C -1.299 1.524 0.750  -1.639
C 0.692 0.493 -0.369  -0.256
C 2.079 -0.093 -0.257  -0.883
C 1.181 -0.550 -1.352  -0.056
O 0.783 -1.888 -1.301  -0.545
H -0.517 -1.858 0.689  0.429
H -1.786 -1.036 1.618  0.412
H -1.827 -0.993 -0.147  0.306
H 0.206 0.347 1.703  0.174
H -1.973 1.490 1.614  0.408
H -1.917 1.525 -0.157  0.380
H -0.752 2.473 0.786  0.403
H 0.672 1.489 -0.811  0.373
H 2.950 0.516 -0.482  0.276
H 2.220 -0.819 0.541  0.282
H 1.396 -0.189 -2.360  0.315
H -0.142 -1.933 -1.571  0.335

Gap between HOMO and LUMO, eV: 10.622
Largest force on an atom, Eh/bohr: 0.00556
Charge: 0
Structure (SMILES): CC(C)[C@H]1C[C@H]1O
Calculated total energy, hartree: -311.0094


No. 10
Here is 2 unconnected molecules or ions with the total composition C6H12O from the OMol25 dataset. Energies are from ωB97M-V/def2-TZVPD.

Last column: Mulliken charge in e.
Geometry (Å):
C 1.766 1.862 -0.433  -0.893
C 1.930 0.385 -0.093  -0.473
C -0.139 -0.106 1.478  -0.883
C -0.763 -1.210 0.792  -0.033
C -2.290 -1.076 0.586  -0.794
C -1.433 -1.101 -0.595  0.133
O -1.341 0.081 -1.315  -0.527
H 0.755 2.075 -0.797  0.249
H 1.935 2.481 0.454  0.296
H 2.477 2.190 -1.200  0.342
H 2.959 0.148 0.197  0.374
H 1.647 -0.275 -0.925  0.234
H -0.549 0.830 1.050  0.142
H 1.350 0.095 0.852  0.292
H -0.442 -2.219 1.049  0.372
H -2.728 -0.120 0.854  0.281
H -2.876 -1.953 0.841  0.255
H -1.388 -2.023 -1.178  0.313
H -0.450 0.132 -1.686  0.320

Gap between HOMO and LUMO, eV: 8.434
Largest force on an atom, Eh/bohr: 0.01510
Charge: 0
Calculated total energy, hartree: -310.8688